Below is 2 unconnected molecules or ions with the total composition C9H14O, with properties calculated with ωB97M-V/def2-TZVPD.

```
24
Properties=species:S:1:pos:R:3:mulliken_charge:R:1
C 0.1996 0.3932 -2.1912 -1.24
C -0.8035 0.2799 0.0578 -0.25
C -1.0059 0.0425 -1.2966 0.49
C -1.7115 -0.1528 1.0211 -0.51
C -2.1825 -0.4825 -1.7470 -0.59
C -2.8819 -0.7700 0.5486 0.67
C -3.1006 -1.0058 -0.7994 -0.62
O -3.6927 -1.2708 1.5325 -0.54
H 0.0367 0.8017 0.4771 0.26
H -1.6294 0.0747 2.0736 0.39
H 0.7013 1.2968 -1.8480 0.33
H -0.2084 0.5768 -3.1913 0.39
H -2.3641 -0.8382 -2.7541 0.33
H -3.9787 -1.5154 -1.1704 0.31
H -4.2217 -2.0154 1.2873 0.31
H 0.8862 -0.4420 -2.1841 0.25
C 3.6509 0.0040 1.1452 -0.88
C 2.7940 1.2735 1.3885 -0.71
H 4.3671 0.2536 0.3451 0.25
H 4.1230 -0.3398 2.0571 0.32
H 3.1716 -0.8071 0.5927 0.27
H 1.8755 0.9548 1.8936 0.13
H 2.7054 1.9112 0.5191 0.30
H 3.2697 1.7770 2.2427 0.34
```

Computed properties:
**2S+1**: 1
**SMILES**: Cc1ccc(O)cc1.CC
**Kohn-Sham gap**: 9.3321 eV
**Energy relative to the best compared isomer or geometry (same formula, charge and spin)**: 19.73 kcal per mole